## A
{
  "formula": "C13H18Si",
  "method": "the ωB97M-V functional and the def2-TZVPD basis",
  "multiplicity": 1,
  "lumo_ev": 0.6,
  "homo_ha": -0.286,
  "species": ["C", "C", "C", "C", "C", "C", "C", "C", "C", "C", "H", "H", "H", "H", "H", "H", "H", "H", "H", "H", "C", "Si", "C", "C", "H", "H", "H", "H", "H", "H", "H", "H"],
  "xyz": [[0.459, 2.857, -0.769], [0.582, 1.483, -1.069], [-0.044, 0.405, -1.382], [-1.222, -0.369, -1.633], [-2.349, 0.174, -1.039], [-3.607, -0.457, -1.399], [-3.628, -1.551, -2.244], [-2.441, -2.059, -2.721], [-1.223, -1.437, -2.581], [1.482, 0.470, -1.640], [1.360, 3.272, -0.242], [-0.313, 3.242, -0.054], [0.361, 3.459, -1.671], [-2.288, 0.842, -0.161], [-4.560, -0.032, -1.184], [-4.516, -1.965, -2.480], [-2.382, -2.968, -3.326], [-0.309, -1.771, -3.065], [1.859, 0.832, -2.661], [2.172, -0.085, -1.079], [3.321, -1.035, 3.736], [2.008, -0.589, 2.630], [0.613, -1.590, 1.902], [1.640, 1.364, 2.614], [4.141, -0.391, 4.022], [3.410, -2.037, 4.077], [0.625, -2.712, 2.266], [-0.383, -1.118, 2.413], [0.383, -1.603, 0.802], [1.037, 1.705, 1.689], [1.155, 1.680, 3.571], [2.657, 1.984, 2.678]]
}

## B
{
  "formula": "C13H18Si",
  "method": "the ωB97M-V functional and the def2-TZVPD basis",
  "multiplicity": 1,
  "lumo_ev": 0.9,
  "homo_ha": -0.338,
  "species": ["C", "C", "C", "Si", "C", "C", "C", "C", "C", "C", "C", "C", "C", "C", "H", "H", "H", "H", "H", "H", "H", "H", "H", "H", "H", "H", "H", "H", "H", "H", "H", "H"],
  "xyz": [[1.732, -2.999, 3.006], [1.039, -2.135, 2.077], [0.460, -1.415, 1.302], [-0.430, -0.312, 0.107], [-1.750, 0.674, 1.082], [-2.549, 1.637, 0.209], [-1.223, -1.397, -1.249], [-2.241, -2.382, -0.687], [0.820, 0.904, -0.635], [1.518, 1.768, 0.203], [2.427, 2.679, -0.302], [2.656, 2.744, -1.666], [1.973, 1.891, -2.516], [1.065, 0.982, -2.002], [2.076, -3.897, 2.494], [2.594, -2.479, 3.424], [1.064, -3.287, 3.817], [-2.435, -0.015, 1.578], [-1.260, 1.240, 1.875], [-1.887, 2.352, -0.277], [-3.094, 1.097, -0.564], [-3.271, 2.193, 0.805], [-1.712, -0.771, -1.997], [-0.444, -1.955, -1.769], [-1.771, -3.033, 0.047], [-3.057, -1.856, -0.198], [-2.661, -3.003, -1.477], [1.347, 1.719, 1.269], [2.958, 3.342, 0.367], [3.365, 3.456, -2.065], [2.149, 1.936, -3.582], [0.540, 0.321, -2.675]]
}

Which one sits at the bottom of the stability order? A does.

## A
{
  "formula": "C3H5BrN2",
  "method": "the ωB97M-V functional and the def2-TZVPD basis",
  "multiplicity": 1,
  "lumo_ev": 1.0,
  "homo_ha": -0.287,
  "species": ["N", "C", "C", "Br", "H", "H", "H", "H", "C", "N", "H"],
  "xyz": [[-1.707, 1.430, -0.075], [-0.435, 1.097, -0.427], [0.599, 1.070, 0.394], [2.371, 0.542, -0.074], [-2.107, 1.405, 0.898], [-2.360, 1.572, -0.737], [-0.355, 0.841, -1.530], [0.655, 1.501, 1.331], [1.131, -3.154, 0.052], [0.401, -2.299, 0.103], [1.808, -4.004, 0.064]]
}

## B
{
  "formula": "C3H5BrN2",
  "method": "the ωB97M-V functional and the def2-TZVPD basis",
  "multiplicity": 1,
  "lumo_ev": [-0.4, 0.1],
  "homo_ha": [-0.326, -0.283],
  "species": ["C", "C", "C", "N", "N", "Br", "H", "H", "H", "H", "H"],
  "xyz": [[0.745, 1.539, 0.265], [-1.378, -1.025, 1.311], [0.994, 0.437, -0.509], [0.535, 2.450, 0.950], [0.634, 0.310, -1.826], [2.132, -0.910, 0.178], [-1.226, -2.048, 1.047], [-2.105, -0.437, 0.792], [-0.914, -0.620, 2.183], [-0.095, 0.917, -2.163], [0.677, -0.614, -2.229]]
}

Which one sits at the bottom of the stability order? B does.

## A
{
  "formula": "CH3NOP2S",
  "method": "the ωB97M-V functional and the def2-TZVPD basis",
  "multiplicity": 1,
  "lumo_ev": [-1.9, -1.9],
  "homo_ha": [-0.311, -0.311],
  "species": ["C", "N", "O", "P", "P", "S", "H", "H", "H"],
  "xyz": [[0.584, 1.005, 1.231], [-0.442, 1.665, 0.877], [-0.748, -1.586, 0.697], [1.271, -0.411, 0.343], [-2.082, -0.940, 0.413], [-1.582, 1.137, -0.222], [1.028, 1.235, 2.145], [0.722, 0.138, -0.842], [-2.565, -1.346, -0.982]]
}

## B
{
  "formula": "CH3NOP2S",
  "method": "the ωB97M-V functional and the def2-TZVPD basis",
  "multiplicity": 1,
  "lumo_ev": [-1.1, -1.3],
  "homo_ha": [-0.320, -0.309],
  "species": ["C", "N", "O", "P", "P", "S", "H", "H", "H"],
  "xyz": [[-0.249, 0.422, 1.324], [-0.311, -0.881, 1.539], [0.289, 0.558, -1.324], [0.715, 1.329, 0.105], [0.892, -0.888, -2.126], [-0.111, -2.203, 0.693], [-0.618, 0.924, 2.245], [-0.222, 2.304, -0.278], [-0.385, -1.565, -2.178]]
}

Which one sits at the bottom of the stability order? B does.

## A
{
  "formula": "C3H13O5",
  "method": "the ωB97M-V functional and the def2-TZVPD basis",
  "charge": -1,
  "multiplicity": 1,
  "lumo_ev": 3.7,
  "homo_ha": -0.204,
  "species": ["C", "O", "C", "C", "O", "H", "H", "H", "H", "H", "H", "H", "H", "H", "O", "H", "H", "O", "H", "H", "O"],
  "xyz": [[1.206, 0.162, 1.782], [1.027, 1.291, 1.009], [-0.204, -0.546, 1.965], [-0.790, -1.059, 0.685], [-0.058, -2.306, 0.502], [1.943, -0.525, 1.337], [1.644, 0.497, 2.685], [-0.961, 0.375, 2.276], [-0.294, -1.195, 2.934], [-1.828, -1.437, 0.783], [-0.629, -0.363, -0.087], [0.140, -2.409, -0.443], [1.880, 0.506, -2.085], [0.413, 0.307, -2.330], [1.359, 0.587, -2.867], [-1.151, 0.756, -0.953], [-1.473, 0.353, -2.603], [-0.901, -0.075, -2.009], [0.095, 1.446, 0.528], [-1.693, 2.234, -0.666], [-1.347, 1.517, -0.131]]
}

## B
{
  "formula": "C3H13O5",
  "method": "the ωB97M-V functional and the def2-TZVPD basis",
  "charge": -1,
  "multiplicity": 1,
  "lumo_ev": 3.8,
  "homo_ha": -0.167,
  "species": ["C", "O", "C", "C", "O", "H", "H", "H", "H", "H", "H", "H", "H", "H", "O", "H", "H", "O", "H", "H", "O"],
  "xyz": [[1.671, -0.425, 1.023], [1.878, -0.757, -0.327], [1.262, 1.081, 1.099], [0.098, 1.594, 0.079], [-0.987, 0.828, 0.250], [0.919, -1.077, 1.501], [2.698, -0.521, 1.409], [2.180, 1.720, 1.032], [0.944, 1.215, 2.140], [0.037, 2.716, 0.300], [0.445, 1.691, -0.986], [-1.550, 0.251, -0.843], [-1.294, -2.356, 2.178], [-1.852, -0.912, 1.721], [-1.966, -1.689, 2.302], [-0.967, -1.262, -2.189], [-2.272, 1.055, -1.809], [-2.078, 0.109, -1.880], [1.092, -0.761, -0.877], [-0.068, -0.944, -3.426], [-0.191, -1.556, -2.697]]
}

Which one sits at the bottom of the stability order? A does.

## A
{
  "formula": "C4H9F",
  "method": "the ωB97M-V functional and the def2-TZVPD basis",
  "multiplicity": 1,
  "lumo_ev": 1.1,
  "homo_ha": -0.405,
  "species": ["C", "C", "C", "C", "F", "H", "H", "H", "H", "H", "H", "H", "H", "H"],
  "xyz": [[0.514, -1.307, 0.621], [-0.239, -0.079, -0.072], [-0.211, 0.158, -1.587], [-0.033, 1.068, 0.840], [-0.822, 1.194, 1.993], [1.566, -1.193, 0.318], [-0.006, -2.263, 0.370], [0.431, -1.209, 1.758], [-1.254, -0.311, 0.165], [0.771, 0.368, -1.940], [-0.761, 1.038, -1.703], [-0.800, -0.568, -2.165], [-0.166, 2.086, 0.300], [1.011, 1.017, 1.101]]
}

## B
{
  "formula": "C4H9F",
  "method": "the ωB97M-V functional and the def2-TZVPD basis",
  "multiplicity": 1,
  "lumo_ev": 1.3,
  "homo_ha": -0.335,
  "species": ["C", "C", "C", "C", "F", "H", "H", "H", "H", "H", "H", "H", "H", "H"],
  "xyz": [[1.899, 0.665, 0.200], [0.526, 0.407, -0.407], [-0.129, -0.648, 0.363], [-2.067, -0.535, -0.236], [-2.278, 0.736, 0.102], [2.011, 0.996, 1.222], [2.374, -0.259, 0.158], [2.409, 1.305, -0.444], [-0.259, 1.244, -0.277], [0.664, -0.043, -1.390], [0.102, -1.713, 0.121], [-0.373, -0.340, 1.395], [-2.580, -1.198, 0.436], [-2.298, -0.619, -1.244]]
}

Which one sits at the bottom of the stability order? B does.

## A
{
  "formula": "C7H10NO2",
  "method": "the ωB97M-V functional and the def2-TZVPD basis",
  "charge": 1,
  "multiplicity": 1,
  "lumo_ev": -3.5,
  "homo_ha": -0.485,
  "species": ["C", "C", "C", "C", "C", "C", "O", "N", "O", "C", "H", "H", "H", "H", "H", "H", "H", "H", "H", "H"],
  "xyz": [[3.743, 0.511, 0.437], [2.632, -0.156, 0.755], [1.753, -0.619, -0.254], [1.250, -0.718, -1.451], [0.479, -1.509, -0.420], [-0.903, -1.250, 0.002], [-1.515, -2.126, 0.759], [-1.657, -0.237, -0.381], [-2.962, -0.105, 0.028], [-3.380, 1.241, 0.131], [4.442, 0.849, 1.181], [3.989, 0.727, -0.589], [2.368, -0.384, 1.778], [1.290, -0.564, -2.498], [0.686, -2.578, -0.339], [-0.983, -2.898, 1.007], [-1.301, 0.495, -0.994], [-2.823, 1.783, 0.900], [-4.425, 1.176, 0.429], [-3.311, 1.760, -0.830]]
}

## B
{
  "formula": "C7H10NO2",
  "method": "the ωB97M-V functional and the def2-TZVPD basis",
  "charge": 1,
  "multiplicity": 1,
  "lumo_ev": [-5.8, -5.4],
  "homo_ha": [-0.459, -0.469],
  "species": ["C", "C", "C", "N", "O", "C", "C", "O", "C", "C", "H", "H", "H", "H", "H", "H", "H", "H", "H", "H"],
  "xyz": [[3.165, 0.482, 0.423], [1.919, 0.859, 0.226], [0.910, -0.155, -0.153], [-0.623, 0.255, -0.235], [-0.923, 1.572, -0.464], [-2.034, 2.131, 0.163], [-1.369, -0.869, -0.097], [-2.734, -0.899, -0.140], [-0.530, -1.998, -0.111], [0.877, -1.590, -0.278], [4.058, 0.980, 0.498], [3.364, -0.588, 0.121], [1.566, 1.848, 0.354], [-1.870, 1.976, 1.213], [-2.960, 1.591, -0.298], [-1.851, 3.226, -0.148], [-2.966, -1.832, 0.053], [-0.851, -3.022, -0.231], [1.586, -2.014, 0.444], [1.266, -1.953, -1.340]]
}

Which one sits at the bottom of the stability order? B does.